Density functional theory data (ωB97M-V with the def2-TZVPD basis set) for 12 unconnected molecules or ions with the total composition H24O12 at a distorted geometry.

E_HOMO in eV: -11.063
SMILES string: O.O.O.O.O.O.O.O.O.O.O.O

```
36
Properties=species:S:1:pos:R:3:forces:R:3
O -1.222070 0.342093 0.117745 0.700 -0.103 0.770
H -0.307847 0.513943 0.370042 0.106 0.201 -0.029
H -1.228106 -0.591928 -0.120074 -0.137 0.123 -0.346
O -3.465687 -2.637589 -0.533557 0.247 0.097 -0.014
H -2.822715 -2.866244 0.147100 -0.091 -0.088 0.041
H -3.147316 -1.798225 -0.884410 -0.204 0.109 0.046
O 2.947754 2.984154 -0.965848 0.094 -0.092 -0.120
H 3.779605 3.470939 -0.958473 -0.068 -0.057 0.070
H 2.756207 2.861339 -1.902447 -0.038 0.028 0.087
O 0.667847 -3.178183 1.122803 0.288 0.346 0.122
H 0.565767 -2.272721 0.808626 -0.177 -0.137 -0.133
H 0.676536 -3.093702 2.082895 -0.182 -0.170 0.026
O -1.305019 3.799881 -0.767743 -0.150 -0.010 -0.053
H -1.798739 3.651318 -1.582089 0.074 -0.022 0.075
H -1.606455 3.098420 -0.179458 0.050 -0.109 -0.059
O 1.257483 1.944382 2.596438 -0.183 -0.362 -0.122
H 0.492413 1.647105 3.101695 0.003 0.193 0.036
H 1.940416 1.295945 2.801672 0.180 0.063 0.091
O 2.846855 -0.462408 1.472683 -1.407 0.609 2.911
H 2.171598 0.090130 1.063149 -0.288 0.252 0.407
H 2.403076 -1.305411 1.618960 -0.027 -0.101 0.091
O 2.227845 -2.292214 -2.788037 -0.334 -0.111 -0.067
H 2.676754 -2.875028 -2.165302 0.018 0.207 -0.061
H 2.087985 -1.479323 -2.289402 0.349 -0.136 0.021
O -3.727871 0.992549 -0.118852 -0.438 0.175 0.152
H -4.172177 0.730283 0.695272 -0.051 -0.024 -0.025
H -4.116487 1.848200 -0.332930 -0.033 -0.102 -0.071
O -1.966974 0.128242 -2.465353 -0.016 -0.224 -0.323
H -1.296786 0.385601 -3.108474 -0.005 -0.041 0.041
H -2.352311 -0.673566 -2.836310 -0.044 0.079 -0.166
O -2.026964 -0.733838 2.698203 0.180 -0.146 0.290
H -1.197121 -0.597676 3.169171 -0.188 -0.037 0.055
H -1.969394 -0.136345 1.944096 0.033 0.172 -0.389
O 3.691474 -0.914303 -0.552517 0.575 -0.495 -2.203
H 3.845212 -1.514271 0.185990 0.125 0.451 -0.465
H 3.222501 -0.170910 -0.157016 1.038 -0.539 -0.687
```
Positions in Å, forces in eV/Å.

Atomic partial charges in e from the natural (NBO) method, atoms 1 to 5: -0.92 0.46 0.47 -0.93 0.47


Density functional theory data (ωB97M-V with the def2-TZVPD basis set) for 12 unconnected molecules or ions with the total composition H24O12 at a distorted geometry.

E_HOMO in eV: -10.134
SMILES string: O.O.O.O.O.O.O.O.O.O.O.O

```
36
Properties=species:S:1:pos:R:3:forces:R:3
O 0.159717 -0.302099 -0.268711 -1.405 0.811 -1.119
H -0.050253 -1.178786 0.072350 0.102 0.686 -1.102
H 0.961781 -0.052501 0.203925 -0.180 0.190 -0.903
O 2.028999 1.516206 -0.518362 0.509 0.358 0.208
H 2.733175 1.572794 0.137324 0.058 0.082 0.018
H 2.445540 1.085357 -1.273248 -0.291 -0.112 0.022
O 1.236741 -1.682365 1.140903 0.952 -1.787 2.066
H 0.948064 -2.601688 1.163282 0.318 -0.321 0.091
H 0.531865 -1.204179 1.591988 0.250 -0.022 0.435
O 0.127307 -5.068847 -0.211621 -0.182 0.095 0.064
H -0.586864 -5.446032 0.314384 0.092 -0.037 -0.014
H -0.189914 -5.134857 -1.119367 0.093 0.038 0.024
O -0.475635 -0.437650 -4.111185 0.169 -0.175 -0.035
H 0.207021 -0.169709 -4.736626 -0.131 0.034 0.040
H -0.007942 -0.992889 -3.477179 0.006 0.101 0.089
O -1.914684 1.769742 -2.230854 -0.079 0.044 0.005
H -2.129584 0.830783 -2.264984 0.187 0.165 -0.052
H -0.964575 1.787157 -2.069674 -0.089 -0.127 0.078
O 1.339105 5.246904 -0.181143 0.221 -0.042 0.044
H 2.175178 5.339854 -0.651602 -0.124 0.016 0.018
H 1.406954 4.387595 0.250104 -0.118 -0.002 -0.105
O 3.148158 -1.191679 -1.663343 0.208 0.098 -0.038
H 3.880856 -0.566585 -1.700797 0.073 -0.166 -0.066
H 3.550087 -2.004868 -1.337511 -0.106 0.036 0.003
O -1.972213 -0.035938 1.378128 -0.173 -0.146 -0.145
H -2.900349 0.039282 1.626916 -0.220 -0.133 -0.258
H -1.795142 -0.982601 1.416402 -0.166 0.123 -0.003
O 3.407852 0.050886 3.099696 -0.067 0.019 -0.138
H 3.569215 -0.728243 2.555721 -0.086 0.013 0.034
H 2.452372 0.171071 3.059644 0.114 -0.027 0.033
O -2.483699 0.697226 3.922665 -0.089 0.053 0.450
H -2.229240 0.863358 3.007984 0.343 0.051 0.211
H -1.718807 0.249306 4.301213 -0.132 0.105 -0.020
O -4.939988 0.131911 -0.430333 0.063 -0.239 0.210
H -5.269684 -0.332743 0.347090 -0.118 0.064 -0.092
H -4.313030 -0.485253 -0.824062 -0.002 0.151 -0.054
```
Positions in Å, forces in eV/Å.

Atomic partial charges in e from the natural (NBO) method, atoms 1 to 5: -0.94 0.44 0.48 -0.94 0.47


Density functional theory data (ωB97M-V with the def2-TZVPD basis set) for 12 unconnected molecules or ions with the total composition H24O12 at a distorted geometry.

E_HOMO in eV: -10.104
SMILES string: O.O.O.O.O.O.O.O.O.O.O.O

```
36
Properties=species:S:1:pos:R:3:forces:R:3
O -0.093252 0.525504 0.038655 -2.683 -2.967 0.247
H 0.345048 -0.120378 0.604091 -0.267 -0.200 -0.256
H -1.016191 0.247707 0.037010 -0.075 0.244 0.230
O 0.908170 -2.471984 3.619363 0.105 0.163 0.231
H 0.965582 -1.510651 3.658503 -0.030 -0.079 0.192
H 0.902036 -2.744382 4.543891 -0.048 0.000 -0.036
O -1.340734 1.686359 -3.929847 -0.367 -0.020 0.124
H -1.802618 0.922030 -4.292413 0.075 0.075 -0.025
H -1.047676 1.392358 -3.059978 -0.075 0.150 -0.598
O -4.016479 -3.286307 1.936430 -0.245 -2.835 -0.290
H -3.074512 -3.191330 1.755691 0.143 -0.084 0.155
H -4.206273 -4.204993 1.715099 0.077 -0.215 -0.034
O 3.895645 -0.758605 0.623271 -0.368 0.159 0.043
H 3.712176 -0.916308 1.556255 0.124 -0.103 0.012
H 4.037872 0.193187 0.569856 0.121 -0.032 0.002
O 1.034845 2.258412 0.263367 2.542 1.729 0.459
H 1.224289 1.344423 0.503627 0.258 1.320 0.098
H 1.649517 2.444170 -0.455424 -0.077 0.977 0.176
O 1.196242 4.515751 -1.179492 -0.229 0.290 -0.183
H 0.286299 4.536645 -0.862383 0.107 -0.027 0.110
H 1.110154 4.518342 -2.139478 0.154 -0.101 0.019
O 0.728388 -2.342530 0.882700 -0.031 0.496 -0.390
H 0.513996 -1.558103 1.400097 0.109 -0.680 0.557
H 1.531467 -2.098621 0.408818 0.195 -0.128 -0.139
O -3.968658 -1.142877 2.096919 0.014 2.986 -0.246
H -3.780394 -1.617008 1.279151 -0.283 0.324 0.459
H -4.929589 -1.069057 2.109296 0.190 -0.127 0.120
O 2.531942 2.432749 -2.633940 0.677 0.279 0.004
H 2.624352 1.811987 -1.902432 0.335 0.353 -0.383
H 3.324981 2.291295 -3.163156 -0.023 0.046 -0.025
O -1.981267 -1.733142 0.180371 -0.189 0.232 -0.202
H -2.538460 -1.032414 -0.176709 -0.202 -0.130 -0.060
H -1.092089 -1.362122 0.153965 0.062 -0.957 -0.189
O 0.789937 0.509179 -2.403489 -0.140 -0.563 -0.493
H 1.524796 0.600113 -1.786478 -0.690 -0.370 -0.140
H 0.050455 0.930602 -1.951207 0.735 -0.204 0.447
```
Positions in Å, forces in eV/Å.

Atomic partial charges in e from the natural (NBO) method, atoms 1 to 5: -0.93 0.45 0.48 -0.93 0.46


Density functional theory data (ωB97M-V with the def2-TZVPD basis set) for a molecular structure, H24O12 at a distorted geometry.

E_HOMO in eV: -7.594

```
36
Properties=species:S:1:pos:R:3:forces:R:3
O 0.251812 -0.188121 2.264534 -4.302 2.929 5.530
H 0.538172 -0.787961 2.953314 0.002 -0.775 0.594
H -0.396178 0.373669 2.689664 -0.926 0.811 0.117
O -2.002458 1.266719 0.788464 -12.478 0.277 9.015
H -1.403178 0.607389 0.438644 -2.663 -1.759 0.132
H -2.548858 0.787849 1.411654 -0.686 -0.245 0.469
O -0.365788 -0.374881 -2.007006 4.331 -2.368 -5.448
H 0.174192 -0.940871 -2.558636 0.372 -0.699 -0.119
H -0.911968 0.111659 -2.624426 -0.854 0.150 -1.143
O 0.026802 -2.174581 1.337884 -6.061 -3.823 3.427
H -0.152048 -1.280151 1.628104 -1.068 -2.342 -1.330
H 0.787772 -2.092721 0.763024 -2.066 -2.116 0.676
O 0.335692 1.667849 -1.487036 12.751 -4.268 -14.757
H 0.911972 1.464889 -0.750196 0.383 0.497 -0.298
H 0.550962 1.010139 -2.148326 0.685 0.223 -0.731
O 2.258702 0.023589 1.753504 7.339 0.936 2.107
H 1.355362 0.224029 1.998514 0.478 1.193 0.242
H 2.391902 -0.878381 2.044944 0.162 0.334 0.716
O 1.701772 -1.633221 0.392734 8.039 -2.345 -4.349
H 2.620072 -1.735931 0.642524 0.306 -0.952 -0.454
H 1.681952 -0.826721 -0.122436 -0.997 -2.288 -2.169
O -1.719988 -1.720791 -0.779676 -1.354 -2.747 0.516
H -1.421288 -1.295541 -1.583516 -1.079 -1.281 0.980
H -0.994258 -1.609761 -0.165496 -0.244 -0.868 0.264
O 1.676722 0.400989 -0.316016 2.954 3.579 -3.917
H 2.278552 1.014299 -0.737786 1.002 -0.074 -0.509
H 2.184362 0.021639 0.401364 1.974 2.075 3.419
O -0.935118 2.409429 -0.378216 -3.507 8.198 2.734
H -1.126718 1.744839 0.283484 1.768 4.533 -0.593
H -0.148188 2.089189 -0.819136 -6.723 6.296 5.742
O -0.526458 0.173409 0.099614 8.223 -5.937 -0.305
H 0.176092 0.244069 0.745874 -1.061 0.349 -0.621
H -0.080448 0.221569 -0.745956 -0.732 -0.586 0.184
O -2.450368 0.202959 -1.949076 -1.854 1.614 -1.389
H -1.675288 0.526289 -1.489786 -1.849 1.153 1.135
H -3.044278 0.953169 -1.975116 -0.263 0.330 0.133
```
Positions in Å, forces in eV/Å.

Atomic partial charges in e from the natural (NBO) method, atoms 1 to 5: -0.87 0.54 0.54 -0.97 0.43


Density functional theory data (ωB97M-V with the def2-TZVPD basis set) for 12 unconnected molecules or ions with the total composition H24O12 at a distorted geometry.

E_HOMO in eV: -10.880
SMILES string: O.O.O.O.O.O.O.O.O.O.O.O

```
36
Properties=species:S:1:pos:R:3:forces:R:3
O -0.466500 0.025048 -0.111200 -3.460 -3.907 1.549
H -0.523419 -0.885544 -0.512192 0.458 1.790 0.695
H 0.213641 0.495290 -0.479253 2.922 1.768 -1.907
O -1.323663 2.150101 -3.244130 -3.780 0.059 -4.019
H -1.268342 1.448929 -2.627936 0.257 -1.100 0.967
H -2.077052 1.826868 -3.879867 2.031 1.216 1.629
O 0.326506 1.820846 -1.763528 1.117 0.430 1.960
H 0.889650 2.058325 -2.489805 0.237 0.232 -0.585
H -0.113934 2.646155 -1.488496 0.312 -0.421 -0.226
O -0.463705 2.575474 3.216023 -2.683 1.919 -0.077
H -1.423980 2.760158 2.925517 2.241 -0.398 0.633
H -0.256117 1.786279 2.759779 0.588 -1.563 -0.629
O -2.690153 1.530719 0.900678 -3.002 1.073 -0.818
H -1.918668 1.035784 0.689018 0.892 -0.991 -0.884
H -3.393390 1.456705 0.167548 2.104 -0.047 1.721
O 1.935882 0.740313 2.879548 0.375 0.896 -0.454
H 2.489534 1.409070 2.422547 -0.399 -0.592 0.413
H 2.210586 -0.077870 2.464189 0.083 -0.331 -0.050
O 3.207739 1.080000 -0.398106 -0.777 0.222 0.783
H 3.837261 0.760926 -1.026318 0.599 -0.101 -0.635
H 2.912937 1.952193 -0.685944 0.142 -0.147 -0.035
O -0.180541 -5.340847 -0.851537 -1.190 2.694 -1.431
H 0.410714 -4.637239 -0.582492 0.204 0.042 0.134
H 0.141234 -6.100399 -0.463694 1.051 -2.630 1.267
O 2.268085 -2.897495 2.767310 -0.487 0.525 -0.548
H 2.301693 -3.832815 2.964828 -0.093 -0.238 0.047
H 1.448970 -2.750421 2.257375 0.532 -0.234 0.486
O -1.572573 -3.055020 -2.694757 -0.951 3.735 1.086
H -1.015103 -3.728961 -2.396261 1.400 -1.944 0.808
H -1.539720 -2.335905 -1.955543 0.093 -2.145 -2.106
O 2.191352 4.310518 1.728776 0.178 -0.827 -1.083
H 1.707749 3.538531 2.039071 -0.315 0.151 0.202
H 2.210865 4.909757 2.454286 -0.060 0.631 0.906
O -3.809075 -2.263929 -1.506289 -2.477 -3.630 -0.003
H -3.316474 -2.920339 -2.030949 -0.130 0.627 0.168
H -3.351989 -1.491205 -1.448195 1.986 3.237 0.037
```
Positions in Å, forces in eV/Å.

Atomic partial charges in e from the natural (NBO) method, atoms 1 to 5: -0.97 0.46 0.50 -0.96 0.48


Density functional theory data (ωB97M-V with the def2-TZVPD basis set) for 12 unconnected molecules or ions with the total composition H24O12 at a distorted geometry.

E_HOMO in eV: -9.511
SMILES string: O.O.O.O.O.O.O.O.O.O.O.O

```
36
Properties=species:S:1:pos:R:3:forces:R:3
O -0.260375 -0.553403 -0.462556 -1.736 -1.161 -0.857
H 0.089948 0.124736 -1.025311 0.414 0.621 -0.428
H -0.972596 -0.951210 -1.050320 1.348 0.609 1.214
O 3.168258 2.977423 0.342208 -0.512 0.749 -0.201
H 2.358393 3.129786 -0.186217 0.498 0.151 0.753
H 2.914519 3.096256 1.263880 -0.067 0.064 -0.159
O 0.248757 3.263726 -0.062560 -1.900 0.426 -0.477
H -0.695875 3.543896 0.011015 1.145 0.643 -0.459
H 0.156326 2.638286 0.642224 0.743 -1.074 1.126
O 1.886499 -2.796281 -2.241609 2.209 -0.769 1.026
H 1.366209 -2.351941 -2.854430 -1.966 1.210 -1.622
H 2.766939 -2.616951 -2.617887 -0.165 -0.448 0.453
O 3.589926 -1.496002 0.161987 -0.464 -0.105 -2.022
H 3.927086 -0.597999 0.357992 -0.375 -0.871 -0.484
H 3.243138 -1.439691 -0.809606 0.994 -0.036 3.035
O -2.609079 1.404192 -0.713246 1.373 3.295 5.072
H -2.007088 2.198411 -0.731729 -0.871 -1.153 0.322
H -3.414190 1.699613 -1.158573 0.204 0.207 0.168
O 0.274882 -3.398952 1.107745 -2.239 -1.403 -1.538
H 0.177207 -4.068635 1.801533 0.140 0.126 -0.232
H -0.560052 -3.551106 0.577685 1.474 0.181 0.600
O 3.329531 0.755812 -0.823831 -2.397 -4.132 1.295
H 3.492955 1.511528 -1.269604 0.721 3.948 -1.971
H 2.347333 0.676803 -0.683407 1.721 0.232 -0.095
O -5.304331 -2.343644 0.448839 3.451 -2.344 -0.653
H -5.975739 -1.750539 0.540717 -2.877 2.622 0.388
H -4.535352 -1.851826 0.111512 -0.571 -0.277 0.296
O 0.890416 -1.906839 2.807935 2.832 -0.463 2.050
H -0.045881 -1.815610 2.787084 -0.901 -0.608 0.101
H 1.211429 -2.780183 3.209179 -1.324 2.167 -0.920
O -2.932840 0.793810 -2.641154 -0.500 -1.293 -4.679
H -3.137794 0.095013 -2.023844 0.085 -0.341 -0.239
H -2.111521 1.158466 -2.290795 -0.389 -0.616 -0.724
O -1.795447 2.974714 2.245669 -1.203 -0.930 -2.153
H -2.065641 3.847855 2.559740 -0.261 -0.255 -0.333
H -2.419321 2.658599 1.483750 1.366 1.028 2.347
```
Positions in Å, forces in eV/Å.

Atomic partial charges in e from the natural (NBO) method, atoms 1 to 5: -0.91 0.45 0.46 -0.95 0.48


Number 1: molar mass 216.2 g/mol. Number 2: molar mass 216.2 g/mol. Number 3: molar mass 216.2 g/mol. Number 4: molar mass 216.2 g/mol. Number 5: molar mass 216.2 g/mol. Number 6: molar mass 216.2 g/mol.